# 1
{
  "formula": "C25H15BrCoF4NO4P",
  "method": "ωB97M-V/def2-TZVPD",
  "e_lumo_ev": [-7.31, -7.57],
  "spin_multiplicity": 4,
  "charge": 2,
  "s2": 3.76,
  "symbols": ["Co", "O", "C", "O", "C", "C", "C", "C", "C", "N", "C", "O", "O", "H", "H", "H", "H", "H", "F", "C", "C", "F", "C", "F", "C", "P", "C", "C", "C", "C", "C", "C", "C", "C", "C", "C", "C", "C", "C", "Br", "C", "F", "H", "H", "H", "H", "H", "H", "H", "H", "H", "H"],
  "positions_angstrom": [[-1.31538, 0.34110, -0.31513], [-4.21773, 3.30531, -0.84655], [-3.38697, 2.31614, -0.84630], [-2.52066, 2.12870, 0.00475], [-3.52276, 1.32613, -1.95782], [-4.17601, 1.52276, -3.16905], [-4.13255, 0.49200, -4.10166], [-3.52868, -0.71812, -3.77478], [-2.92655, -0.83738, -2.52579], [-2.89034, 0.18584, -1.66910], [-2.12835, -1.98811, -1.99036], [-2.35060, -3.21354, -2.36236], [-1.25253, -1.71381, -1.17869], [-4.12718, 3.91918, -0.09224], [-4.68800, 2.45146, -3.37916], [-4.56507, 0.64342, -5.07898], [-3.50490, -1.52455, -4.49195], [-3.11629, -3.36908, -2.93952], [2.22212, 5.51422, 1.36464], [1.96872, 4.22978, 1.23848], [2.26666, 3.33783, 2.26961], [2.83737, 3.77764, 3.37240], [1.93388, 1.98586, 2.14420], [2.22588, 1.17108, 3.15047], [1.29430, 1.48421, 1.01331], [0.59850, -0.21413, 0.87046], [1.70990, -1.07091, -0.26805], [2.72660, -0.42483, -0.96988], [3.42075, -1.11406, -1.94649], [3.09261, -2.43135, -2.24913], [2.11435, -3.09137, -1.51522], [1.43056, -2.42281, -0.51920], [0.79689, -1.02415, 2.47667], [1.91407, -1.83590, 2.69858], [2.11910, -2.37601, 3.95340], [1.20961, -2.14149, 4.97743], [0.08642, -1.35414, 4.74729], [-0.13184, -0.80461, 3.49633], [1.04741, 2.39352, -0.01912], [0.22606, 1.79503, -1.63419], [1.37823, 3.73504, 0.07279], [1.10022, 4.54091, -0.93908], [2.98213, 0.60379, -0.75686], [4.22470, -0.62405, -2.47191], [3.60253, -2.94077, -3.05248], [1.89244, -4.12617, -1.72047], [0.67231, -2.91964, 0.07039], [2.62982, -2.00258, 1.90597], [3.00269, -2.97119, 4.13650], [1.38076, -2.56984, 5.95464], [-0.61608, -1.17950, 5.54772], [-1.00912, -0.19684, 3.31548]]
}

# 2
{
  "formula": "C25H31CsF5GeN4O3Se",
  "method": "ωB97M-V/def2-TZVPD",
  "e_lumo_ev": [3.71, 2.83],
  "relative_energy_kcal_mol": 12.86,
  "spin_multiplicity": 2,
  "charge": -2,
  "s2": 0.75,
  "symbols": ["Cs", "C", "C", "C", "C", "O", "Ge", "O", "C", "C", "C", "C", "O", "C", "C", "C", "C", "H", "H", "H", "H", "H", "H", "H", "H", "H", "H", "H", "H", "H", "H", "H", "H", "H", "H", "H", "H", "H", "H", "H", "H", "H", "H", "H", "F", "C", "C", "C", "F", "C", "F", "C", "F", "C", "F", "N", "C", "N", "C", "N", "Se", "C", "C", "C", "N", "C", "C", "H", "H", "H", "H"],
  "positions_angstrom": [[0.84410, 0.23771, 0.21646], [-0.01348, -3.73110, -0.43647], [-1.10815, -3.07210, -1.28044], [-0.65505, -2.98927, -2.74044], [-2.39151, -3.90402, -1.19683], [-1.31061, -1.74733, -0.85190], [-2.39941, -1.21594, 0.59493], [-1.02306, -1.58410, 1.81438], [-1.15917, -1.49578, 3.22046], [-2.50808, -2.04707, 3.69474], [-0.03253, -2.33984, 3.81532], [-1.00770, -0.04170, 3.66643], [-1.84233, 0.58262, 0.35097], [-2.43833, 1.51705, -0.52096], [-1.97742, 2.90447, -0.06668], [-3.96704, 1.44776, -0.44178], [-1.99363, 1.27980, -1.97207], [0.14290, -4.77351, -0.73027], [-0.27907, -3.68395, 0.61924], [0.92944, -3.19441, -0.56321], [-0.35603, -3.96900, -3.12445], [0.19020, -2.30422, -2.82120], [-1.46484, -2.59986, -3.36169], [-2.23598, -4.89272, -1.63790], [-3.19866, -3.40070, -1.73293], [-2.70944, -4.03565, -0.16089], [-2.66397, -3.05181, 3.29534], [-3.33652, -1.42127, 3.35920], [-2.53123, -2.09453, 4.78677], [-0.15526, -3.38581, 3.52475], [-0.02510, -2.27518, 4.90695], [0.92855, -1.98484, 3.44321], [-1.72335, 0.57899, 3.12313], [-0.00055, 0.32273, 3.46099], [-1.19263, 0.06616, 4.73938], [-2.27396, 3.06687, 0.97117], [-2.42380, 3.68031, -0.69445], [-0.89158, 2.99894, -0.13277], [-4.28743, 1.50470, 0.60036], [-4.33932, 0.50915, -0.85527], [-4.41904, 2.27432, -0.99713], [-0.91738, 1.42464, -2.09479], [-2.50423, 1.98239, -2.63693], [-2.23283, 0.25747, -2.26595], [1.80466, 2.54762, 3.67625], [2.56464, 1.44581, 3.98925], [2.68995, 0.41678, 3.09234], [3.46379, -0.62060, 3.54205], [3.66668, -1.72860, 2.75081], [4.07923, -0.67378, 4.78343], [4.83516, -1.72500, 5.18613], [3.90962, 0.39374, 5.64630], [4.48937, 0.38106, 6.86925], [3.14175, 1.47410, 5.24964], [2.98314, 2.51012, 6.10966], [2.52621, 1.96410, -1.55699], [3.51763, 2.56744, -1.71147], [4.65128, 3.19109, -1.85723], [4.60919, 4.18036, -2.73960], [4.64944, 5.05787, -3.49933], [2.29522, 0.15370, -3.56930], [1.49717, 1.39108, -4.76385], [1.83917, 2.74187, -4.75587], [1.23361, 3.58365, -5.67346], [0.34505, 3.18983, -6.58700], [0.02795, 1.89758, -6.58012], [0.55444, 0.96884, -5.69881], [2.56266, 3.13730, -4.05884], [1.49367, 4.63672, -5.67525], [-0.70237, 1.57856, -7.31842], [0.22616, -0.06161, -5.73638]]
}

# 3
{
  "formula": "C19H17CrF5N2O",
  "method": "ωB97M-V/def2-TZVPD",
  "e_lumo_ev": [-0.95, -1.14],
  "relative_energy_kcal_mol": 0.63,
  "spin_multiplicity": 5,
  "s2": 6.04,
  "symbols": ["C", "C", "H", "H", "H", "H", "H", "H", "C", "C", "C", "C", "H", "H", "H", "H", "N", "C", "C", "N", "C", "C", "C", "H", "H", "C", "H", "H", "Cr", "C", "H", "H", "H", "F", "C", "C", "F", "C", "F", "C", "O", "C", "F", "C", "F"],
  "positions_angstrom": [[4.22506, 0.68365, 2.00840], [4.89442, 0.11204, 0.74579], [4.20183, 1.77641, 1.97420], [4.84344, 0.41633, 2.87579], [3.22502, 0.31944, 2.20569], [4.31397, 0.21130, -0.16084], [5.84680, 0.63848, 0.59175], [5.15250, -0.94333, 0.87794], [-1.70078, 1.86616, 1.04024], [-2.81577, 2.70174, 1.09497], [-3.62766, 2.85372, -0.04000], [-3.30693, 2.15113, -1.19730], [-1.05322, 1.68533, 1.89847], [-3.03098, 3.22802, 2.01797], [-4.48953, 3.51271, -0.01993], [-3.87962, 2.21750, -2.11670], [-1.36504, 1.23148, -0.10358], [-2.18173, 1.32357, -1.19381], [-1.75702, 0.47062, -2.28384], [-0.66818, -0.29983, -1.98221], [-0.21106, -1.16203, -2.93160], [-1.87295, -0.40687, -4.52412], [-0.77688, -1.20961, -4.20369], [0.62688, -1.80206, -2.64292], [-0.34700, -1.87667, -4.94965], [-2.37329, 0.43182, -3.53647], [-3.21479, 1.08828, -3.69953], [-2.32092, -0.42640, -5.51516], [0.12459, -0.12598, -0.12199], [2.04338, -0.57416, -0.11639], [2.53487, 0.14444, -0.79375], [2.25277, -1.60522, -0.43279], [2.38796, -0.43244, 0.92624], [-0.14781, -4.97860, 4.85450], [-0.34706, -4.09943, 3.85266], [-0.37924, -4.54633, 2.53065], [-0.23241, -5.86284, 2.27220], [-0.60755, -3.65615, 1.49549], [-0.65482, -4.11047, 0.22515], [-0.76872, -2.26308, 1.73530], [-0.96738, -1.43365, 0.74684], [-0.79283, -1.85433, 3.09498], [-1.02728, -0.55142, 3.39218], [-0.56789, -2.74675, 4.12795], [-0.59584, -2.32778, 5.40961]]
}